The following is a DFT calculation (the ωB97M-V functional and the def2-TZVPD basis) of the molecule C4H8O3.

Geometry as XYZ:
```
15
Properties=species:S:1:pos:R:3:mulliken_charge:R:1
C 2.287 -1.675 -0.344 -0.625
O 1.251 -1.082 0.441 -0.302
C 0.513 -0.162 -0.199 0.582
O 0.691 0.143 -1.356 -0.568
C -0.535 0.439 0.703 -0.409
C -1.658 1.081 -0.092 -0.395
O -2.554 1.644 0.846 -0.508
H 3.026 -0.924 -0.636 0.286
H 2.744 -2.432 0.293 0.225
H 1.874 -2.132 -1.246 0.283
H -0.926 -0.326 1.381 0.303
H -0.056 1.199 1.331 0.261
H -1.240 1.837 -0.772 0.274
H -2.151 0.316 -0.712 0.285
H -3.268 2.073 0.360 0.308
```

HOMO energy ... -0.384 Ha
HOMO-LUMO gap ... 11.30 eV
Max |F| ... 0.46 eV/Å
Energy above the lowest of the compared OMol25 structures with the same formula, charge and spin ... 20.27 kcal per mole